# C30H27ClO3PPdS

C30H27ClO3PPdS as an isolated structure in a non-equilibrium geometry (ωB97M-V/def2-TZVPD, the OMol25 dataset).

```
! RIJCOSX wB97M-V def2-TZVPD def2/J DEFGRID3
* xyz 1 5
C -1.058 -2.269 1.943
C -0.888 -2.729 0.609
C 0.505 -2.570 0.246
H -1.727 -3.067 0.008
C 1.191 -2.056 1.405
C 0.225 -1.871 2.437
H 0.416 -1.556 3.463
H -2.012 -2.224 2.469
H 0.973 -2.733 -0.720
H 2.251 -1.810 1.459
Pd -0.284 -0.749 0.687
Cl 1.836 0.968 -0.321
P 0.349 0.132 -1.777
C 1.402 -1.013 -2.761
C 0.910 -1.616 -3.940
H -0.130 -1.469 -4.242
C 1.745 -2.379 -4.760
H 1.333 -2.827 -5.666
C 3.088 -2.559 -4.426
H 3.729 -3.180 -5.050
C 3.600 -1.936 -3.283
H 4.656 -2.039 -3.025
C 2.769 -1.165 -2.465
H 3.200 -0.659 -1.601
C -1.317 -0.414 -2.419
C -1.775 -1.717 -2.155
H -1.108 -2.438 -1.683
C -3.050 -2.137 -2.525
H -3.430 -3.105 -2.179
C -3.804 -1.339 -3.399
H -4.772 -1.693 -3.767
C -3.285 -0.108 -3.817
H -3.801 0.491 -4.569
C -2.082 0.377 -3.294
H -1.717 1.353 -3.618
C 0.513 1.640 -2.862
C 1.118 1.634 -4.129
H 1.473 0.706 -4.576
C 1.295 2.825 -4.844
H 1.796 2.791 -5.815
C 0.859 4.034 -4.313
H 1.050 4.965 -4.841
C 0.190 4.047 -3.081
H -0.169 4.990 -2.669
C 0.009 2.860 -2.365
H -0.519 2.874 -1.405
C 0.592 0.646 8.527
C 0.130 0.899 7.122
C -0.727 -0.005 6.485
C -1.094 0.174 5.154
C -0.650 1.317 4.476
C 0.190 2.237 5.101
C 0.557 2.034 6.424
S -1.310 1.773 2.863
O -2.533 0.989 2.888
O -1.374 3.219 2.856
O -0.295 1.247 1.879
H -0.254 0.450 9.197
H 1.248 -0.234 8.568
H 1.148 1.508 8.911
H -1.107 -0.860 7.046
H -1.752 -0.545 4.671
H 0.498 3.115 4.545
H 1.182 2.774 6.922
*
```

The calculation puts the energy at -2712.24853 Eh. The calculation puts the orbital gap (spin up / spin down) at 5.954 / 1.826 eV. As for the LUMO energy (spin up / spin down): -0.1480 / -0.3065 Ha.

natural (NBO) population analysis, charges in e, atoms 1 to 8: -0.26, -0.27, -0.34, 0.25, -0.25, -0.23, 0.28, 0.28

=====

# C3H8OS

A 2-piece molecular cluster, C3H8OS overall in a non-equilibrium geometry (ωB97M-V/def2-TZVPD, the OMol25 dataset).

```
! RIJCOSX wB97M-V def2-TZVPD def2/J DEFGRID3
* xyz -1 2
O -1.959 0.254 -0.027
C -1.856 1.546 -0.019
H -1.080 2.079 -0.566
H -2.562 2.132 0.589
C 0.355 -1.404 -1.098
S 1.398 -1.626 0.399
C 1.315 0.067 1.079
H 0.536 -0.461 -1.573
H 0.632 -2.214 -1.774
H -0.652 -1.491 -0.711
H 0.483 0.567 0.605
H 2.269 0.574 0.949
H 1.119 -0.022 2.146
*
```

The calculation puts the energy at -592.46286 Eh. The calculation puts the orbital gap (spin up / spin down) at 3.340 / 6.454 eV. For the energy relative to the best compared isomer or geometry (same formula, charge and spin), the calculation gives 1.0 kcal per mole. As for the LUMO energy (spin up / spin down): 0.1273 / 0.1267 Ha.

natural (NBO) population analysis, charges in e, atoms 1 to 8: -0.83, -0.26, 0.06, 0.07, -0.71, 0.08, -0.74, 0.21